{
  "formula": "C49H38N3O2P2ReSi",
  "method": "ωB97M-V with the def2-TZVPD basis set",
  "species": ["Re", "C", "Si", "C", "C", "C", "C", "C", "C", "P", "C", "C", "C", "C", "C", "C", "C", "C", "C", "C", "C", "C", "C", "C", "C", "C", "C", "C", "P", "C", "C", "C", "C", "C", "C", "C", "C", "C", "C", "C", "C", "H", "H", "H", "H", "H", "H", "H", "H", "H", "H", "H", "H", "H", "H", "H", "H", "H", "H", "H", "H", "H", "H", "H", "H", "H", "H", "H", "H", "H", "H", "H", "O", "N", "O", "C", "C", "C", "C", "C", "C", "N", "C", "C", "N", "C", "C", "C", "C", "H", "H", "H", "H", "H", "H", "H"],
  "coordinates": [[0.2585, -0.1221, -0.1649], [0.9056, 1.1927, -3.8806], [-0.3192, 0.5179, -2.5785], [-1.5752, 1.8387, -1.9480], [-2.8013, 2.0485, -2.5609], [-3.7111, 2.9435, -2.0186], [-3.4216, 3.6109, -0.8391], [-2.1919, 3.4363, -0.2228], [-1.2576, 2.5774, -0.7899], [0.4233, 2.3146, -0.1316], [0.6557, 3.2886, 1.3849], [0.4815, 4.6709, 1.2759], [0.6219, 5.4606, 2.4018], [0.9685, 4.8944, 3.6183], [1.2001, 3.5306, 3.7098], [1.0424, 2.7232, 2.5936], [1.5433, 3.1695, -1.2749], [2.8975, 2.8434, -1.1779], [3.8286, 3.5441, -1.9206], [3.4115, 4.5703, -2.7574], [2.0659, 4.8922, -2.8566], [1.1219, 4.1903, -2.1254], [-1.0739, -1.1022, -3.2628], [-1.2991, -1.1902, -4.6297], [-1.8175, -2.3536, -5.1771], [-2.0835, -3.4487, -4.3718], [-1.8733, -3.3770, -3.0036], [-1.3821, -2.2008, -2.4509], [-1.2663, -1.9800, -0.6525], [-2.9211, -1.3958, -0.1797], [-3.3434, -1.5494, 1.1451], [-4.5870, -1.0882, 1.5319], [-5.4182, -0.4710, 0.6079], [-5.0067, -0.3238, -0.7092], [-3.7603, -0.7726, -1.1040], [-1.0564, -3.5706, 0.1930], [-2.1624, -4.4025, 0.3870], [-2.0047, -5.6091, 1.0450], [-0.7641, -5.9806, 1.5391], [0.3403, -5.1649, 1.3346], [0.1979, -3.9652, 0.6585], [0.3502, 1.8091, -4.5844], [1.3634, 0.3859, -4.4466], [1.6961, 1.8154, -3.4763], [-3.0500, 1.5191, -3.4680], [-4.6513, 3.1171, -2.5180], [-4.1523, 4.2707, -0.3990], [-1.9643, 3.9665, 0.6912], [0.2549, 5.1194, 0.3190], [0.4709, 6.5265, 2.3237], [1.0718, 5.5218, 4.4911], [1.5076, 3.0950, 4.6464], [1.2382, 1.6624, 2.6632], [3.2009, 2.0431, -0.5125], [4.8766, 3.3034, -1.8469], [4.1399, 5.1253, -3.3270], [1.7552, 5.7009, -3.4990], [0.0726, 4.4386, -2.2128], [-1.0752, -0.3530, -5.2703], [-1.9964, -2.4034, -6.2389], [-2.4494, -4.3641, -4.8099], [-2.0796, -4.2299, -2.3728], [-2.7038, -2.0536, 1.8572], [-4.9168, -1.2168, 2.5511], [-6.3881, -0.1129, 0.9149], [-5.6671, 0.1369, -1.4273], [-3.4532, -0.6686, -2.1351], [-3.1358, -4.1070, 0.0226], [-2.8590, -6.2560, 1.1776], [-0.6575, -6.9031, 2.0875], [1.3085, -5.4664, 1.7039], [1.0617, -3.3354, 0.4781], [2.8429, -2.9025, 5.8983], [3.7061, -2.6932, 5.0885], [4.8812, -2.8805, 5.2124], [3.2816, -2.1584, 3.7679], [4.1993, -2.2201, 2.7645], [3.9093, -1.7677, 1.4474], [4.8210, -1.8129, 0.3803], [4.4142, -1.3461, -0.8533], [3.1194, -0.8632, -1.0273], [2.2385, -0.7998, -0.0287], [2.6231, -1.2469, 1.1986], [1.6669, -1.1659, 2.2551], [0.4671, -0.6406, 1.9210], [-0.4619, -0.5069, 2.8514], [-0.2471, -0.9024, 4.1711], [0.9646, -1.4521, 4.5352], [1.9708, -1.6102, 3.5641], [5.1754, -2.6340, 2.9791], [5.8155, -2.2035, 0.5359], [5.0896, -1.3531, -1.6918], [2.7835, -0.5145, -1.9989], [-1.4045, -0.0688, 2.5472], [-1.0273, -0.7790, 4.9044], [1.1358, -1.7551, 5.5578]],
  "lowdin_spin": [0.82, 0.03, 0.12, 0.01, 0.00, 0.00, 0.00, 0.00, 0.00, -0.01, 0.00, 0.00, 0.00, 0.00, 0.00, 0.00, -0.01, 0.00, 0.00, 0.00, 0.00, 0.00, 0.02, 0.01, 0.00, 0.00, 0.00, 0.01, -0.03, 0.00, 0.00, 0.00, 0.00, 0.00, 0.00, -0.01, 0.00, 0.00, 0.00, 0.00, 0.00, 0.00, 0.00, 0.00, 0.00, 0.00, 0.00, 0.00, 0.00, 0.00, 0.00, 0.00, 0.00, 0.00, 0.00, 0.00, 0.00, 0.00, 0.00, 0.00, 0.00, 0.00, 0.00, 0.00, 0.00, 0.00, 0.00, 0.00, 0.00, 0.00, 0.00, 0.00, 0.00, 0.00, 0.00, 0.00, 0.00, 0.00, -0.01, 0.00, 0.01, 0.02, 0.00, 0.01, 0.02, 0.00, 0.00, 0.00, 0.00, 0.00, 0.00, 0.00, 0.01, 0.00, 0.00, 0.00],
  "total_charge": 3,
  "lumo_ev": [-11.2, -11.0],
  "relative_energy_ev": 1.848,
  "homo_energy_ev": [-16.257, -16.144],
  "spin_multiplicity": 2
}

{
  "formula": "C49H39AsN2NaO4PS2Se2",
  "method": "ωB97M-V with the def2-TZVPD basis set",
  "species": ["Na", "Se", "P", "Se", "C", "C", "C", "C", "C", "C", "C", "C", "C", "C", "C", "C", "H", "H", "H", "H", "H", "H", "H", "H", "H", "H", "S", "C", "C", "C", "C", "C", "C", "As", "C", "C", "C", "C", "C", "C", "C", "C", "C", "C", "C", "C", "H", "H", "H", "H", "H", "H", "H", "H", "H", "H", "H", "H", "H", "H", "O", "C", "C", "C", "C", "C", "C", "C", "O", "N", "O", "O", "H", "H", "H", "H", "N", "S", "C", "C", "C", "C", "C", "C", "C", "C", "C", "C", "C", "C", "H", "H", "H", "H", "H", "H", "H", "H", "H", "H", "H"],
  "coordinates": [[-0.9801, 1.1524, -0.5173], [0.9267, -0.9225, 2.3163], [2.8995, -0.8720, 1.4749], [3.4081, 0.7174, 0.1345], [4.1628, -0.9806, 2.8141], [3.8340, -1.4754, 4.0700], [4.8079, -1.6067, 5.0518], [6.1206, -1.2449, 4.7894], [6.4543, -0.7491, 3.5346], [5.4812, -0.6142, 2.5565], [3.2442, -2.5082, 0.6725], [4.1910, -2.6109, -0.3431], [4.4784, -3.8382, -0.9198], [3.8218, -4.9843, -0.4943], [2.8696, -4.8914, 0.5090], [2.5848, -3.6616, 1.0861], [2.7993, -1.7389, 4.2606], [4.5351, -1.9881, 6.0285], [6.8805, -1.3392, 5.5548], [7.4731, -0.4540, 3.3149], [5.7255, -0.1993, 1.5865], [4.6743, -1.7070, -0.6946], [5.2023, -3.8922, -1.7235], [4.0301, -5.9375, -0.9640], [2.3285, -5.7722, 0.8333], [1.8325, -3.5697, 1.8611], [-3.4608, 0.6843, -2.3991], [-3.0821, -0.2985, -3.8039], [-3.9364, -0.3435, -4.9251], [-3.6789, -1.1409, -6.0228], [-2.5421, -1.9459, -6.0659], [-1.6758, -1.9253, -4.9820], [-1.9386, -1.1231, -3.8783], [-0.7472, -1.0135, -2.3515], [-1.5828, -2.4015, -1.2134], [-2.9271, -2.7394, -1.3466], [-3.5076, -3.6264, -0.4495], [-2.7607, -4.1689, 0.5897], [-1.4274, -3.8177, 0.7348], [-0.8419, -2.9355, -0.1676], [0.8085, -2.0299, -3.0098], [0.9025, -3.4155, -3.0648], [2.0488, -4.0273, -3.5572], [3.1167, -3.2576, -3.9937], [3.0367, -1.8734, -3.9286], [1.8900, -1.2634, -3.4371], [-4.8195, 0.2847, -4.8968], [-4.3721, -1.1298, -6.8570], [-2.3302, -2.5718, -6.9245], [-0.7826, -2.5412, -5.0000], [-3.5232, -2.2908, -2.1300], [-4.5557, -3.8774, -0.5586], [-3.2262, -4.8463, 1.2964], [-0.8382, -4.1981, 1.5596], [0.1905, -2.6413, -0.0208], [0.0712, -4.0246, -2.7254], [2.1062, -5.1097, -3.5829], [4.0176, -3.7360, -4.3601], [3.8744, -1.2617, -4.2408], [1.8542, -0.1820, -3.3604], [0.0220, 2.2874, 0.9880], [0.7525, 3.2517, 0.8741], [1.0471, 3.9695, -0.3664], [1.7790, 5.1383, -0.2282], [2.1348, 5.8782, -1.3355], [1.8000, 5.4405, -2.6312], [1.0984, 4.2882, -2.8012], [0.6402, 3.4864, -1.6790], [-0.0347, 2.4557, -1.8509], [2.8729, 7.1105, -1.1656], [3.1832, 7.7433, -2.1723], [3.1085, 7.5053, -0.0292], [1.2475, 3.6691, 1.7712], [2.0819, 5.4690, 0.7572], [2.1180, 6.0349, -3.4770], [0.8343, 3.9324, -3.7881], [-2.6558, 0.3610, 1.0187], [-2.4306, 1.0352, 2.4415], [-3.9845, 0.9853, 3.3414], [-5.1756, 0.8625, 2.6394], [-6.3642, 0.8206, 3.3466], [-6.3588, 0.8899, 4.7384], [-5.1600, 0.9889, 5.4252], [-3.9588, 1.0275, 4.7221], [-2.5209, 2.7919, 2.0606], [-2.2186, 3.6829, 3.0771], [-2.2175, 5.0427, 2.8085], [-2.5253, 5.5006, 1.5342], [-2.8329, 4.5952, 0.5297], [-2.8241, 3.2299, 0.7823], [-2.2177, -0.5559, 1.0574], [-5.1455, 0.7751, 1.5604], [-7.3023, 0.7286, 2.8142], [-7.2919, 0.8524, 5.2853], [-5.1488, 1.0249, 6.5073], [-3.0112, 1.0876, 5.2411], [-1.9506, 3.3175, 4.0593], [-1.9548, 5.7425, 3.5915], [-2.5017, 6.5609, 1.3209], [-3.0481, 4.9411, -0.4724], [-3.0314, 2.5281, -0.0157]],
  "mulliken_charge": [1.15, -0.52, 0.43, -0.44, 0.51, -0.37, -0.60, -0.36, -0.64, -0.46, 0.67, -0.47, -0.54, -0.53, -0.60, -0.37, 0.29, 0.37, 0.34, 0.37, 0.29, 0.30, 0.39, 0.38, 0.35, 0.30, -0.52, 0.22, -0.70, -0.53, -0.78, -0.26, -0.01, 0.90, 0.20, -0.37, -0.70, -0.63, -0.53, -0.15, -0.42, 0.22, -0.57, -0.45, -0.66, -0.57, 0.38, 0.31, 0.37, 0.30, 0.30, 0.35, 0.32, 0.38, 0.57, 0.45, 0.41, 0.36, 0.37, 0.47, -0.30, -0.59, 0.99, -0.32, -0.49, -0.33, -1.06, 0.23, -0.37, 1.00, -0.69, -0.68, 0.08, 0.48, 0.47, 0.44, -0.30, 0.18, 0.19, -0.43, -0.68, -0.42, -0.67, -0.09, 0.26, -0.48, -0.66, -0.47, -0.63, -0.13, -0.05, 0.51, 0.40, 0.36, 0.37, 0.48, 0.35, 0.37, 0.38, 0.47, 0.60],
  "total_charge": -2,
  "lumo_ev": 3.5,
  "relative_energy_ev": 0.344,
  "homo_energy_ev": -1.928
}

{
  "formula": "C49H39Cl2N4P3S2ScSe",
  "method": "ωB97M-V with the def2-TZVPD basis set",
  "species": ["Sc", "S", "P", "C", "P", "S", "C", "C", "C", "C", "C", "C", "C", "C", "C", "C", "C", "C", "C", "C", "C", "C", "C", "C", "C", "C", "C", "C", "C", "C", "H", "H", "H", "H", "H", "H", "H", "H", "H", "H", "H", "H", "H", "H", "H", "H", "H", "H", "H", "H", "Cl", "C", "C", "C", "C", "C", "Cl", "C", "N", "H", "H", "H", "Se", "N", "C", "C", "C", "C", "N", "C", "N", "H", "H", "H", "C", "P", "C", "C", "C", "C", "C", "C", "C", "C", "C", "C", "C", "C", "H", "H", "H", "H", "H", "H", "H", "H", "H", "H", "H", "H", "H"],
  "coordinates": [[0.8009, -0.5938, 0.4385], [-2.3404, 1.8931, -0.6301], [-0.8208, 2.5325, 0.5657], [0.6880, 1.7088, 0.6779], [1.9167, 2.0909, -0.4365], [2.5760, 0.3839, -1.2584], [1.5841, 3.2527, -1.8194], [0.6816, 2.8450, -2.8019], [0.4703, 3.6120, -3.9335], [1.1623, 4.8050, -4.1048], [2.0467, 5.2285, -3.1267], [2.2569, 4.4575, -1.9893], [3.3264, 2.8622, 0.4367], [4.5607, 3.0144, -0.1940], [5.6331, 3.5682, 0.4854], [5.4870, 3.9618, 1.8110], [4.2710, 3.7873, 2.4529], [3.1959, 3.2346, 1.7673], [-0.5435, 4.2916, 0.0576], [0.3129, 5.0646, 0.8408], [0.5771, 6.3865, 0.5211], [-0.0188, 6.9611, -0.5938], [-0.8845, 6.2060, -1.3706], [-1.1496, 4.8821, -1.0440], [-1.4050, 2.9583, 2.2530], [-2.6169, 3.6207, 2.4185], [-3.0353, 4.0083, 3.6825], [-2.2469, 3.7331, 4.7933], [-1.0409, 3.0664, 4.6324], [-0.6215, 2.6816, 3.3659], [0.1185, 1.9306, -2.6743], [-0.2413, 3.2794, -4.6795], [1.0041, 5.4046, -4.9930], [2.5767, 6.1664, -3.2404], [2.9401, 4.8111, -1.2289], [4.6820, 2.6811, -1.2186], [6.5878, 3.6813, -0.0132], [6.3270, 4.3893, 2.3447], [4.1583, 4.0700, 3.4923], [2.2488, 3.0581, 2.2627], [0.7725, 4.6309, 1.7199], [1.2505, 6.9651, 1.1421], [0.1929, 7.9905, -0.8572], [-1.3525, 6.6435, -2.2442], [-1.8227, 4.2927, -1.6529], [-3.2328, 3.8262, 1.5503], [-3.9804, 4.5244, 3.8019], [-2.5735, 4.0377, 5.7802], [-0.4271, 2.8317, 5.4937], [0.3168, 2.1568, 3.2291], [1.1097, -0.5224, 3.9117], [-0.6065, -0.8395, 3.7578], [-1.1892, -1.6883, 4.7409], [-2.2164, -2.6128, 4.7850], [-2.8973, -3.2473, 3.6809], [-2.4037, -3.1169, 2.4500], [-1.5542, -2.7625, 1.1718], [-1.0736, -0.2636, 2.5828], [-1.3209, 0.3087, 1.5623], [-0.7046, -1.5284, 5.7034], [-2.5143, -2.9158, 5.7842], [-3.7685, -3.8598, 3.9194], [4.4631, -2.0260, 0.2623], [4.2759, -3.8475, -0.1230], [3.0416, -4.1063, -0.0393], [2.1922, -5.3197, -0.2277], [1.1207, -5.0950, -1.3351], [0.8950, -3.6297, -1.6147], [1.2738, -2.6587, -0.8956], [2.0943, -3.0320, 0.3785], [2.7009, -1.8590, 0.8795], [2.7145, -6.2696, -0.3046], [1.2396, -5.6418, -2.2720], [0.3276, -3.3890, -2.5165], [-4.1172, -0.8796, 0.1337], [-2.3110, -0.9965, -0.0277], [-1.7460, -3.9164, -0.0091], [-1.3457, -5.0202, -0.6181], [0.0217, -5.5832, -0.3500], [0.9861, -5.2120, 0.8130], [1.1618, -3.7443, 1.3587], [-0.0150, -2.8925, 1.2042], [-1.8829, -1.1202, -1.8132], [-2.7960, -1.8149, -2.6116], [-2.5117, -1.9824, -3.9570], [-1.3254, -1.4677, -4.4825], [-0.4400, -0.7660, -3.6771], [-0.7208, -0.5652, -2.3268], [-4.4541, -0.1592, -0.6084], [-4.3339, -0.5176, 1.1384], [-4.5937, -1.8519, 0.0088], [-1.8329, -5.3991, -1.5171], [0.0159, -6.6802, -0.3810], [0.9713, -5.9166, 1.6433], [1.5662, -3.7754, 2.3696], [-1.2193, -1.5661, 1.9039], [-3.6952, -2.2349, -2.1822], [-3.1982, -2.5199, -4.6006], [-1.0956, -1.6108, -5.5313], [0.4725, -0.3506, -4.0888], [-0.0119, 0.0915, -1.7937]],
  "mulliken_charge": [-0.83, -0.61, 3.30, -0.18, 1.96, -0.70, 0.24, 0.19, -0.82, -0.65, -0.73, -0.72, 0.51, -0.32, -0.77, -0.48, -0.89, -0.30, 0.10, -0.24, -0.85, -0.55, -0.67, -0.53, 0.29, -0.96, -0.68, -0.66, -1.30, 0.31, -0.08, 0.49, 0.37, 0.42, 0.41, 0.42, 0.41, 0.38, 0.46, 0.26, 0.35, 0.42, 0.38, 0.42, 0.34, 0.37, 0.41, 0.37, 0.47, 0.41, -0.20, 0.55, -0.62, -0.38, -1.75, 0.45, 0.52, 0.28, -0.67, 0.32, 0.33, 0.39, 0.03, -1.09, -0.16, -0.14, -0.25, -0.54, 0.30, 0.47, -0.53, 0.69, 0.59, 0.29, -1.46, 1.60, 0.56, -1.61, -0.15, -0.77, 0.50, -0.50, 1.25, -0.77, -0.65, -0.82, -0.77, 1.04, 0.40, 0.38, 0.48, 0.32, 0.66, 0.40, 1.09, -1.11, 0.29, 0.40, 0.39, 0.47, -1.40],
  "total_charge": -1,
  "lumo_ev": [1.6, 1.6],
  "relative_energy_ev": 26.480,
  "homo_energy_ev": [-3.690, -3.691]
}